No. 1
Density functional theory data (ωB97M-V/def2-TZVPD) for a structure of composition C21H14N2O4RuS in a non-equilibrium geometry.

For the gap between HOMO and LUMO (alpha / beta), the calculation gives 7.537 / 6.325 eV. Its total energy is -46592.0320 eV. Its charge is -1. Its multiplicity is 6.

Geometry as XYZ:
```
43
C21H14N2O4RuS ωB97M-V/def2-TZVPD
Ru 0.4419 -0.5250 -0.3522
O -1.5160 -1.5645 -0.8249
C -2.5680 -1.5573 -0.0944
C -3.4995 -2.6329 -0.1791
C -4.6418 -2.6637 0.5766
C -4.9260 -1.6404 1.4955
C -4.0465 -0.5950 1.6170
C -2.8838 -0.5055 0.8297
C -2.0630 0.6492 0.9612
N -1.0641 0.9535 0.1899
N -0.5011 2.1759 0.3841
C 0.5907 2.3544 -0.3390
O 1.0864 1.5179 -1.1599
C 1.2743 3.6612 -0.1238
C 2.6402 3.7382 -0.3742
C 3.3281 4.9174 -0.1314
C 2.6506 6.0278 0.3498
C 1.2835 5.9581 0.5870
C 0.5952 4.7776 0.3570
H -3.2649 -3.4298 -0.8740
H -5.3343 -3.4911 0.4698
H -5.8254 -1.6692 2.0974
H -4.2466 0.2034 2.3247
H -2.3108 1.3680 1.7430
H 3.1426 2.8510 -0.7378
H 4.3938 4.9697 -0.3181
H 3.1840 6.9508 0.5457
H 0.7537 6.8293 0.9532
H -0.4650 4.7046 0.5531
O 2.4884 0.0611 0.8725
C 2.1148 -1.1201 1.0654
O 1.0268 -1.4414 1.6521
C 3.0047 -2.2271 0.5507
C 4.0405 -2.7176 1.3321
C 4.8880 -3.6999 0.8441
C 4.6896 -4.1991 -0.4360
C 3.6553 -3.7192 -1.2197
C 2.8010 -2.7171 -0.7467
S 1.5233 -2.1468 -1.8193
H 4.1739 -2.3268 2.3339
H 5.7028 -4.0623 1.4582
H 5.3479 -4.9654 -0.8283
H 3.4903 -4.1077 -2.2167
```

***

No. 2
Density functional theory data (ωB97M-V/def2-TZVPD) for a cluster of 2 separate species, C21H15F4N2 in total in a non-equilibrium geometry.

For the gap between HOMO and LUMO, the calculation gives 4.441 eV. Its total energy is -35862.6390 eV. Its charge is +1. The calculation puts the energy above the lowest of the compared OMol25 structures with the same formula, charge and spin at 205.73 kJ/mol.

Geometry as XYZ:
```
42
C21H15F4N2 ωB97M-V/def2-TZVPD
F 0.4718 -5.2084 3.9746
C 0.9133 -4.3600 2.9793
C 1.8397 -4.8715 2.0706
C 2.2669 -3.9727 1.0801
F 3.1897 -4.4356 0.1684
C 1.7850 -2.6892 0.9679
C 0.7619 -2.1928 1.8464
C 0.2625 -0.8872 1.6066
C -0.5697 -0.0699 2.4136
C -0.7533 1.2956 2.0073
C -1.6089 2.1362 2.6808
F -1.8088 3.4170 2.2159
C -2.3356 1.7436 3.8160
C -2.0908 0.4455 4.2626
F -2.7923 0.0156 5.3710
C -1.2191 -0.4385 3.6396
C 0.3929 -3.0739 2.9176
H 2.2099 -5.8902 2.1336
H 2.1733 -2.0287 0.1900
H 0.6022 -0.4204 0.6798
H -0.2113 1.6567 1.1313
H -3.0344 2.4051 4.3189
H -1.0691 -1.4006 4.0987
H -0.3016 -2.7783 3.6848
C 1.5002 4.3278 -3.4787
C 0.7255 3.0260 -3.5045
C 0.7395 2.1796 -2.3667
C 0.0155 0.9683 -2.3829
C -0.6814 0.6521 -3.5762
C -0.7194 1.4629 -4.6954
C -0.0017 2.6691 -4.6533
N -1.2936 -0.5660 -3.3400
C -0.9987 -0.9814 -2.0808
N -0.2173 -0.0712 -1.4769
H 1.4109 4.8960 -4.4161
H 1.1529 4.9854 -2.6675
H 2.5731 4.1518 -3.3079
H 1.3100 2.4591 -1.4745
H -1.3100 1.1245 -5.5536
H -0.0109 3.3315 -5.5233
H -1.8796 -1.0674 -4.0104
H -1.3894 -1.9455 -1.7466
```

***

No. 3
Density functional theory data (ωB97M-V/def2-TZVPD) for a structure of composition C21H15F6N2O4S6W in a non-equilibrium geometry.

For the gap between HOMO and LUMO (alpha / beta), the calculation gives 7.076 / 6.643 eV. Its total energy is -116327.6288 eV. Its charge is +1. The calculation puts the energy above the lowest of the compared OMol25 structures with the same formula, charge and spin at 24.27 kJ/mol. Its multiplicity is 3.

Geometry as XYZ:
```
55
C21H15F6N2O4S6W ωB97M-V/def2-TZVPD
W -0.1362 0.1709 0.1208
S 0.6087 2.2022 -0.9267
C 0.1159 3.4172 0.2515
C 0.7799 4.6397 0.2822
C 0.3883 5.6276 1.1717
C -0.6681 5.4118 2.0453
C -1.3363 4.1992 2.0271
C -0.9529 3.2173 1.1251
S -1.8341 1.6593 1.1519
C -2.9217 1.8395 -0.3275
C -2.6340 0.9466 -1.5023
C -3.6210 0.8021 -2.4627
C -3.3675 0.0536 -3.5963
C -2.1116 -0.5074 -3.7503
C -1.1722 -0.3542 -2.7485
C 0.2096 -0.9014 -2.9535
S 1.1159 -1.3343 -1.4232
C 0.3881 -2.9229 -1.0280
C 1.0495 -4.0454 -1.5129
C 0.5583 -5.3092 -1.2408
C -0.5846 -5.4442 -0.4634
C -1.2364 -4.3264 0.0277
C -0.7620 -3.0438 -0.2457
S -1.6891 -1.6785 0.3681
N -1.4439 0.3345 -1.6241
H 1.6122 4.7972 -0.3911
H 0.9171 6.5711 1.1839
H -0.9683 6.1815 2.7424
H -2.1541 4.0088 2.7106
H -2.8421 2.8830 -0.6332
H -3.9378 1.6617 0.0218
H -4.5791 1.2811 -2.3158
H -4.1317 -0.0889 -4.3477
H -1.8540 -1.0632 -4.6408
H 0.8308 -0.1381 -3.4309
H 0.1954 -1.7830 -3.5894
H 1.9476 -3.9147 -2.1047
H 1.0666 -6.1798 -1.6310
H -0.9742 -6.4280 -0.2393
H -2.1285 -4.4258 0.6321
F 3.4316 2.5831 1.2770
C 3.4184 1.3040 1.6150
F 4.6010 0.9459 2.0602
F 3.1610 0.5761 0.5095
S 2.0268 1.0044 2.8399
O 0.8088 1.0968 2.0098
O 2.1524 1.9985 3.8353
N 2.2384 -0.4445 3.3778
S 1.5682 -1.6919 2.6944
O 0.7764 -2.4854 3.5570
O 0.9703 -1.3494 1.3957
C 3.0228 -2.7132 2.1452
F 3.8694 -2.9419 3.1256
F 2.5702 -3.8592 1.6565
F 3.6418 -2.0400 1.1691
```

***

No. 4
Density functional theory data (ωB97M-V/def2-TZVPD) for a cluster of 2 separate species, C21H15N4O8 in total in a non-equilibrium geometry.

For the gap between HOMO and LUMO, the calculation gives 3.339 eV. Its total energy is -44350.4847 eV. Its charge is -1.

Geometry as XYZ:
```
48
C21H15N4O8 ωB97M-V/def2-TZVPD
O 2.4706 0.4521 6.4365
N 1.9231 1.4222 5.8619
O 2.2542 2.6128 6.0633
C 0.8957 1.1487 4.9193
C 0.3024 2.2066 4.1995
C -0.5891 1.9247 3.1806
C -0.9178 0.5742 2.8479
C -1.8207 0.2741 1.7529
C -2.5436 -0.8766 1.6591
N -3.4524 -1.0185 0.6059
O -4.0613 -2.0945 0.3624
O -3.6063 0.0241 -0.0944
C -0.3641 -0.4710 3.6455
C 0.5539 -0.1860 4.6428
H 0.5542 3.2223 4.4739
H -1.1055 2.7290 2.6569
H -2.0098 1.0727 1.0327
H -2.5130 -1.6743 2.3965
H -0.6899 -1.5039 3.4817
H 1.0103 -0.9771 5.2371
C 0.0072 -0.5913 -0.9300
C -0.6833 -1.1874 -2.0184
C -1.6642 -2.2295 -1.8017
C -2.4203 -2.7445 -2.8359
C -2.2097 -2.3002 -4.1588
N -3.0682 -2.7398 -5.1940
O -2.8946 -2.2949 -6.3523
O -3.9879 -3.5429 -4.9106
C -1.2023 -1.3489 -4.4295
C -0.4849 -0.7930 -3.3901
C 1.1927 0.1901 -1.0395
C 2.1551 -0.0464 -2.0781
C 3.2789 0.7364 -2.2299
C 3.4909 1.8285 -1.3606
N 4.5086 2.7716 -1.6552
O 4.6485 3.7639 -0.9019
O 5.2214 2.5837 -2.6699
C 2.6236 2.0418 -0.2636
C 1.5246 1.2199 -0.0840
H -0.3682 -0.7980 0.0683
H -1.7764 -2.6558 -0.8042
H -3.1791 -3.5050 -2.6561
H -1.0081 -1.0746 -5.4647
H 0.2819 -0.0539 -3.6200
H 1.9991 -0.8859 -2.7543
H 3.9957 0.5515 -3.0245
H 2.8442 2.8728 0.4094
H 0.8836 1.3700 0.7880
```

***

No. 5
Density functional theory data (ωB97M-V/def2-TZVPD) for a structure of composition C21H16BrN4O5V.

For the gap between HOMO and LUMO (alpha / beta), the calculation gives 7.242 / 7.751 eV. Its total energy is -133962.2656 eV. Its charge is +1. The calculation puts the energy above the lowest of the compared OMol25 structures with the same formula, charge and spin at 2.55 kJ/mol. Its multiplicity is 2.

Geometry as XYZ:
```
48
C21H16BrN4O5V ωB97M-V/def2-TZVPD
V -0.0624 -0.3247 -0.2070
C 1.9248 5.6431 3.2150
C 1.1824 4.8388 2.2112
N 1.2431 3.5424 2.0583
C 0.3876 3.2515 1.0246
C -0.2057 4.4070 0.5418
N 0.3171 5.3898 1.3066
C -1.1858 4.8266 -0.5112
O -1.7308 3.8945 -1.2754
O -1.4429 5.9941 -0.6201
C 0.2083 1.8999 0.5798
O -0.5813 1.5869 -0.3963
O 0.8014 0.8991 1.1051
H 2.6160 4.9929 3.7430
H 1.2405 6.0893 3.9374
H 2.4863 6.4458 2.7369
H 0.0673 6.3619 1.1816
H -1.4072 3.0007 -1.0494
O -1.5958 -1.0115 -0.8388
C -2.2166 -2.2044 -0.7411
C -3.2215 -2.4964 -1.6594
C -3.8800 -3.7076 -1.5960
C -3.5523 -4.6423 -0.6151
C -2.5644 -4.3515 0.2988
C -1.8809 -3.1306 0.2534
C -0.8532 -2.8025 1.2231
N -0.0733 -1.7141 1.2095
C 0.7632 -1.7787 2.3162
C 0.4833 -2.9096 2.9952
N -0.5289 -3.5372 2.2966
H -3.4668 -1.7532 -2.4056
H -4.6586 -3.9303 -2.3130
H -4.0697 -5.5899 -0.5708
H -2.3146 -5.0888 1.0518
H 1.4723 -1.0006 2.5335
H 0.8987 -3.3200 3.8973
H -0.9783 -4.3962 2.5657
Br 4.5141 -1.7853 -4.6547
C 3.1668 -1.4221 -3.3973
C 1.8499 -1.7533 -3.6996
C 0.8565 -1.4870 -2.7759
C 1.1884 -0.8924 -1.5557
C 2.5183 -0.5653 -1.2618
C 3.5120 -0.8308 -2.1883
H 1.6120 -2.2115 -4.6492
H -0.1716 -1.7362 -3.0044
H 2.7888 -0.1051 -0.3173
H 4.5434 -0.5852 -1.9789
```